Record 1
14
Properties=species:S:1:pos:R:3 method="wB97M-V/def2-TZVPD" total_energy_ha=-415.863269 lumo_ev=-0.24 e_above_lowest_ev=4.8259 multiplicity=1 e_homo_ev=-8.0 total_charge=0
C -0.03 -0.08 -0.73
C -0.60 -0.92 0.32
N -0.88 0.61 -1.51
C 1.08 0.61 -0.08
C -0.08 0.50 1.24
O 2.27 -0.08 0.16
N -1.16 -2.00 0.56
O -0.87 1.42 1.49
H 2.09 -0.97 0.47
H -1.86 0.39 -1.49
H -0.64 1.55 -1.78
H -1.20 -2.63 -0.25
H 1.30 1.62 -0.40
H 0.57 0.00 1.99

***

Record 2
87
Properties=species:S:1:pos:R:3 method="wB97M-V/def2-TZVPD" s2=3.767 total_energy_ha=-2973.089037 lumo_ev="0.52 / 0.12" e_above_lowest_ev=0.0478 multiplicity=4 e_homo_ev="-3.5 / -6.8" total_charge=0
Re -0.43 -0.01 0.28
C -1.52 -0.01 2.12
C -1.85 1.17 1.39
C -2.45 0.72 0.15
Si -1.40 2.88 2.04
C -2.46 -0.70 0.13
C -1.87 -1.17 1.37
Si -1.49 -2.91 1.98
H -1.17 -0.03 3.15
H -2.87 1.37 -0.60
H -2.90 -1.33 -0.62
Cl 0.98 0.05 -3.17
C -1.27 -2.96 3.83
C -2.89 -4.06 1.53
C -1.10 2.81 3.89
C -2.80 4.06 1.68
H -3.78 -3.69 2.06
H -2.67 -5.07 1.89
H -3.13 -4.10 0.46
H -0.44 -2.31 4.16
H -1.06 -3.98 4.16
H -2.19 -2.61 4.31
H -3.69 3.66 2.19
H -3.03 4.17 0.62
H -2.59 5.05 2.10
H -2.02 2.46 4.38
H -0.84 3.80 4.29
H -0.29 2.11 4.14
C 0.14 -3.38 1.15
C 0.21 3.38 1.19
P 0.31 -2.49 -0.45
H 0.16 -4.46 1.02
H 0.97 -3.10 1.82
P 0.35 2.53 -0.43
H 1.06 3.08 1.82
H 0.25 4.47 1.11
C 1.89 3.28 -1.18
C -0.99 3.48 -1.42
C -1.01 -3.41 -1.49
C 1.91 -3.14 -1.17
C 3.01 -2.10 -1.08
H 1.66 -3.31 -2.23
C 2.40 -4.46 -0.56
H 2.62 -4.35 0.51
H 3.34 -4.73 -1.06
H 1.71 -5.30 -0.69
H 2.75 -1.20 -1.65
H 3.93 -2.51 -1.49
H 3.20 -1.80 -0.04
H -1.95 -3.19 -0.97
C -0.84 -4.93 -1.55
C -1.08 -2.85 -2.91
H -0.85 -5.43 -0.57
H 0.09 -5.21 -2.08
H -1.68 -5.35 -2.13
H -1.31 -1.78 -2.92
H -1.87 -3.37 -3.46
H -0.14 -3.00 -3.45
H -1.93 3.23 -0.90
C -1.08 2.98 -2.86
C -0.84 5.01 -1.42
H -0.85 5.47 -0.43
H -1.69 5.44 -1.97
H 0.07 5.32 -1.95
H -1.30 1.90 -2.90
H -0.15 3.16 -3.40
H -1.88 3.52 -3.38
C 3.02 2.25 -1.25
C 2.42 4.55 -0.50
H 1.60 3.52 -2.22
H 2.64 4.36 0.56
H 1.72 5.39 -0.56
H 3.35 4.86 -1.00
H 3.18 1.78 -0.27
H 3.95 2.74 -1.57
H 2.79 1.45 -1.96
C 0.80 0.06 -4.92
H -0.27 0.06 -5.13
H 1.28 0.96 -5.32
H 1.29 -0.82 -5.31
C 2.27 -0.49 3.69
O 1.10 -0.42 2.83
C 1.38 0.06 1.57
O 2.49 0.47 1.28
H 2.99 -1.22 3.31
H 1.90 -0.81 4.66
H 2.74 0.49 3.78

***

Record 3
300
Properties=species:S:1:pos:R:3 method="wB97M-V/def2-TZVPD" total_energy_ha=-5544.663464 lumo_ev=0.03 multiplicity=1 e_homo_ev=-7.9 total_charge=0
C 4.87 -0.26 -1.39
C 4.17 -1.19 -2.42
C 2.76 -0.67 -2.59
C 2.59 0.50 -3.56
C 3.23 0.23 -4.90
C 4.73 -0.13 -4.72
N 4.85 -1.24 -3.71
O 6.14 -1.84 -3.63
C 5.11 -0.64 -6.18
C 5.57 1.12 -4.29
C 4.11 -2.61 -1.80
H 5.95 -0.38 -1.31
H 4.31 -0.28 -0.45
H 4.78 0.77 -1.75
H 2.01 -1.42 -2.85
H 2.39 -0.42 -1.59
H 3.13 1.30 -3.06
H 1.57 0.83 -3.75
H 3.07 1.03 -5.62
H 2.67 -0.58 -5.36
H 4.92 0.06 -7.00
H 6.15 -0.95 -6.27
H 4.47 -1.51 -6.35
H 5.22 1.70 -3.44
H 6.62 0.82 -4.24
H 5.32 1.81 -5.10
H 5.11 -3.02 -1.68
H 3.65 -3.36 -2.44
H 3.61 -2.66 -0.82
H 6.00 -2.66 -4.11
C 5.77 -5.41 1.89
C 4.77 -6.29 2.70
C 4.23 -5.52 3.98
C 3.38 -4.35 3.56
C 2.09 -4.99 2.95
C 2.48 -5.73 1.69
N 3.66 -6.59 1.87
O 4.02 -7.05 0.60
C 1.26 -6.62 1.34
C 2.60 -4.63 0.56
C 5.49 -7.53 3.32
H 5.28 -4.85 1.10
H 6.38 -6.04 1.23
H 6.51 -4.92 2.52
H 3.98 -6.08 4.88
H 5.15 -5.06 4.35
H 3.85 -3.73 2.79
H 3.11 -3.60 4.30
H 1.43 -4.16 2.69
H 1.44 -5.58 3.60
H 1.51 -7.22 0.46
H 0.94 -7.43 1.99
H 0.42 -5.95 1.19
H 3.07 -3.74 0.98
H 3.18 -4.93 -0.31
H 1.60 -4.34 0.26
H 5.50 -8.18 2.44
H 5.10 -7.87 4.28
H 6.52 -7.25 3.56
H 4.38 -6.27 0.17
C -3.14 -0.03 4.99
C -1.79 -0.31 5.58
C -1.96 0.02 7.05
C -0.92 -0.61 8.00
C -0.87 -2.08 7.71
C -0.52 -2.54 6.24
N -1.38 -1.75 5.34
O -1.33 -2.10 4.03
C 1.06 -2.34 6.08
C -0.92 -4.06 6.10
C -0.73 0.70 5.03
H -3.86 -0.78 5.28
H -3.13 0.06 3.90
H -3.40 1.01 5.17
H -2.05 1.10 7.23
H -2.96 -0.35 7.26
H -1.25 -0.43 9.03
H 0.06 -0.18 7.81
H -1.80 -2.59 7.96
H -0.21 -2.64 8.38
H 1.36 -2.55 5.06
H 1.37 -1.34 6.40
H 1.66 -3.01 6.69
H -0.34 -4.55 5.32
H -0.67 -4.71 6.94
H -2.00 -4.10 5.98
H -0.57 0.34 4.01
H 0.25 0.82 5.49
H -1.18 1.68 4.91
H -1.94 -2.84 4.00
C -2.16 3.49 1.27
C -2.76 4.57 0.24
C -1.91 4.55 -1.05
C -2.58 5.14 -2.32
C -3.96 4.65 -2.52
C -4.84 4.73 -1.19
N -4.17 4.22 0.02
O -5.06 4.34 1.08
C -5.33 6.19 -0.96
C -6.07 3.78 -1.49
C -2.64 5.93 0.93
H -1.66 2.70 0.71
H -2.99 3.07 1.85
H -1.40 3.85 1.96
H -0.88 4.87 -0.91
H -1.82 3.51 -1.36
H -2.03 4.83 -3.21
H -2.44 6.23 -2.30
H -3.90 3.64 -2.92
H -4.29 5.28 -3.34
H -4.54 6.90 -1.21
H -6.20 6.44 -1.57
H -5.60 6.38 0.08
H -6.79 3.74 -0.67
H -6.72 4.06 -2.32
H -5.76 2.75 -1.66
H -3.00 5.90 1.96
H -3.21 6.60 0.29
H -1.63 6.34 0.93
H -4.99 5.27 1.28
C 3.82 -0.27 2.87
C 4.99 -0.27 3.89
C 5.94 -1.44 3.58
C 6.82 -1.11 2.40
C 7.62 0.19 2.67
C 6.71 1.44 2.97
N 5.74 1.04 4.03
O 5.00 2.18 4.43
C 7.55 2.57 3.52
C 6.08 1.92 1.66
C 4.43 -0.58 5.33
H 4.13 -0.78 1.97
H 3.47 0.73 2.62
H 2.99 -0.75 3.39
H 6.64 -1.65 4.39
H 5.40 -2.36 3.35
H 6.11 -1.06 1.57
H 7.57 -1.90 2.29
H 8.33 0.46 1.89
H 8.31 0.02 3.50
H 8.57 2.55 3.15
H 7.12 3.55 3.33
H 7.68 2.60 4.61
H 5.50 2.84 1.64
H 6.81 1.96 0.85
H 5.35 1.18 1.33
H 3.81 0.18 5.81
H 5.31 -0.54 5.97
H 4.03 -1.58 5.48
H 4.54 1.77 5.16
C 2.41 8.02 0.63
C 3.16 6.88 -0.22
C 3.07 5.63 0.73
C 3.22 4.28 0.03
C 2.36 4.18 -1.20
C 2.55 5.41 -2.24
N 2.41 6.65 -1.49
O 2.52 7.73 -2.40
C 3.98 5.31 -2.83
C 1.54 5.29 -3.38
C 4.65 7.42 -0.31
H 1.33 7.94 0.66
H 2.49 8.97 0.11
H 2.92 8.22 1.58
H 3.89 5.66 1.44
H 2.14 5.53 1.30
H 2.78 3.57 0.73
H 4.23 3.98 -0.23
H 1.30 4.18 -0.91
H 2.55 3.21 -1.66
H 4.72 5.38 -2.04
H 4.01 4.32 -3.29
H 4.03 6.02 -3.65
H 1.71 4.31 -3.83
H 0.50 5.40 -3.05
H 1.63 6.03 -4.17
H 5.18 7.58 0.63
H 4.63 8.41 -0.76
H 5.29 6.70 -0.83
H 1.86 8.31 -2.01
C -1.80 0.62 -8.42
C -2.43 2.00 -8.58
C -3.79 2.11 -7.90
C -3.70 2.51 -6.39
C -2.81 3.70 -6.22
C -1.35 3.50 -6.67
N -1.45 3.02 -8.11
O -0.30 3.12 -8.84
C -0.63 4.84 -6.56
C -0.56 2.54 -5.77
C -2.87 2.35 -10.03
H -1.52 0.42 -7.38
H -0.82 0.56 -8.89
H -2.55 -0.15 -8.61
H -4.44 2.83 -8.40
H -4.32 1.17 -8.02
H -3.26 1.62 -5.95
H -4.64 2.76 -5.89
H -2.84 4.21 -5.26
H -3.29 4.47 -6.83
H 0.44 4.72 -6.74
H -0.92 5.52 -7.37
H -0.77 5.29 -5.58
H -1.02 1.57 -5.56
H 0.40 2.44 -6.27
H -0.32 3.11 -4.87
H -3.62 1.75 -10.56
H -2.13 2.26 -10.82
H -3.28 3.36 -9.99
H 0.19 2.31 -8.68
C 0.92 -0.49 1.14
C -0.49 -0.05 0.75
C -0.37 0.50 -0.75
O -1.63 0.85 -1.28
C -1.56 1.05 -2.71
N -1.32 -1.17 0.83
H 0.81 -1.01 2.10
H 1.51 0.43 1.18
H 1.18 -1.27 0.43
H -0.82 0.70 1.46
H 0.00 -0.31 -1.39
H 0.28 1.36 -0.87
H -1.08 1.98 -3.01
H -2.56 1.07 -3.13
H -0.99 0.37 -3.35
H -2.19 -0.87 0.43
H -1.60 -1.27 1.80
C -5.14 -3.36 8.13
C -5.05 -4.19 6.86
C -6.26 -4.90 6.31
O -6.93 -5.82 7.20
C -6.25 -7.06 7.42
N -4.63 -3.28 5.88
H -6.13 -2.93 8.21
H -4.41 -2.55 8.14
H -4.99 -4.00 9.00
H -4.23 -4.90 6.97
H -5.98 -5.51 5.44
H -7.03 -4.20 6.01
H -5.22 -7.01 7.76
H -6.39 -7.64 6.50
H -6.73 -7.48 8.31
H -4.53 -3.89 5.08
H -3.71 -2.87 5.96
C -3.12 -1.77 -5.90
O -2.68 -1.01 -5.02
N -4.07 -1.44 -6.67
N -2.81 -3.06 -6.09
H -4.61 -0.59 -6.53
H -4.25 -2.01 -7.48
H -3.43 -3.65 -6.63
H -2.28 -3.51 -5.35
C -1.18 -3.12 -2.42
O -1.12 -3.70 -3.52
N -1.82 -2.01 -2.19
N -0.66 -3.56 -1.31
H -2.21 -1.63 -3.04
H -1.91 -1.48 -1.34
H -0.21 -4.43 -1.07
H -0.77 -2.84 -0.61
C -7.03 -1.37 3.63
O -7.60 -0.63 2.84
N -5.85 -1.87 3.45
N -7.80 -1.85 4.60
H -5.40 -1.57 2.60
H -5.33 -2.26 4.22
H -8.79 -1.65 4.54
H -7.44 -2.61 5.16
C -4.85 0.71 0.96
O -5.01 -0.42 1.07
N -5.66 1.56 1.51
N -4.00 1.30 0.20
H -5.36 2.51 1.40
H -6.24 1.20 2.26
H -3.45 0.74 -0.43
H -4.01 2.28 -0.04
C -3.25 -4.33 2.40
O -3.07 -3.94 3.54
N -2.87 -5.46 1.95
N -3.87 -3.67 1.49
H -2.30 -6.14 2.43
H -2.96 -5.64 0.96
H -4.15 -2.74 1.77
H -3.85 -3.88 0.50
C -5.87 -0.07 -3.26
O -5.88 0.78 -4.10
N -5.18 -1.18 -3.31
N -6.36 0.18 -2.06
H -4.70 -1.42 -4.16
H -5.54 -1.93 -2.74
H -6.50 -0.53 -1.35
H -6.79 1.09 -2.04
C 1.45 -3.58 -5.98
O 2.12 -3.97 -6.91
N 0.33 -2.94 -6.06
N 1.74 -3.79 -4.75
H -0.16 -2.96 -6.95
H -0.23 -2.82 -5.23
H 1.07 -3.44 -4.09
H 2.63 -4.25 -4.64

***

Record 4
17
Properties=species:S:1:pos:R:3 method="wB97M-V/def2-TZVPD" total_energy_ha=-276.042388 lumo_ev=0.51 smiles=NB1C[C@H]1C1CC1 e_above_lowest_ev=2.8714 multiplicity=1 e_homo_ev=-8.0 total_charge=0
N -3.01 0.62 -0.54
B -1.92 -0.05 0.01
C -1.11 -1.35 0.45
C -0.38 -0.09 0.74
C 0.71 0.50 -0.09
C 2.13 0.66 0.41
C 1.81 -0.25 -0.82
H -3.70 0.07 -0.96
H -3.06 1.68 -0.57
H -1.44 -1.97 1.42
H -0.65 -2.08 -0.21
H -0.23 0.17 1.75
H 0.34 1.40 -0.53
H 2.45 0.07 1.25
H 2.71 1.50 0.22
H 2.08 0.07 -1.91
H 1.71 -1.39 -0.66

***

Record 5
71
Properties=species:S:1:pos:R:3 method="wB97M-V/def2-TZVPD" total_energy_ha=-2489.978534 lumo_ev=-6.60 multiplicity=1 e_homo_ev=-11.3 total_charge=+1
O -4.16 3.43 1.24
N -5.21 2.82 1.11
O -5.82 2.61 2.30
C -5.43 1.23 2.66
C -4.17 1.19 3.71
C -3.07 -0.03 3.50
C -1.77 -0.12 4.49
S -0.54 -1.52 4.15
O -0.14 -2.07 5.56
O -1.18 -2.69 3.37
C 0.96 -0.74 3.33
F 1.33 0.48 4.13
F 2.12 -1.69 3.27
C 0.71 -0.22 1.79
F 1.43 -1.11 0.84
F 1.24 1.19 1.69
F -0.71 -0.17 1.38
C -1.63 1.00 5.69
N -2.66 2.11 5.85
C -3.89 2.26 4.93
F -4.85 3.37 5.10
H -6.30 0.55 3.04
H -5.03 0.71 1.66
H -3.23 -0.82 2.64
H -0.70 0.94 6.43
H -2.49 2.78 6.64
C -4.48 7.09 3.65
C -3.19 6.35 3.36
O -2.84 5.54 4.46
H -4.37 7.71 4.54
H -4.76 7.73 2.80
H -5.29 6.39 3.84
H -2.37 7.06 3.18
H -3.29 5.72 2.47
H -3.56 4.91 4.60
C 3.01 -0.92 -2.92
C 1.76 -0.11 -3.19
O 0.61 -0.89 -2.92
H 3.02 -1.83 -3.54
H 3.91 -0.33 -3.14
H 3.04 -1.25 -1.88
H 1.72 0.19 -4.24
H 1.73 0.79 -2.57
H 0.65 -1.15 -1.98
C 6.64 -0.83 -6.63
C 5.60 0.17 -6.18
O 5.43 0.08 -4.77
H 6.34 -1.85 -6.37
H 6.78 -0.78 -7.72
H 7.60 -0.65 -6.14
H 4.64 -0.03 -6.65
H 5.91 1.19 -6.43
H 6.29 0.27 -4.36
C -0.04 -6.27 3.97
C 0.59 -6.62 2.64
O -0.26 -6.20 1.58
H -1.02 -6.76 4.08
H 0.60 -6.59 4.80
H -0.22 -5.20 4.06
H 0.74 -7.70 2.55
H 1.56 -6.12 2.53
H -0.39 -5.24 1.66
C 1.71 -1.89 -7.56
C 1.59 -0.50 -8.15
O 0.32 0.05 -7.84
H 0.92 -2.54 -7.95
H 2.68 -2.33 -7.80
H 1.59 -1.86 -6.48
H 1.68 -0.54 -9.24
H 2.37 0.16 -7.77
H 0.25 0.09 -6.87